1.
Here is a structure of composition C40H47Cl5IrNO7SSe2 from OMol25. Energies are from wB97M-V/def2-TZVPD.

ORCA input file:
```
! RIJCOSX wB97M-V def2-TZVPD def2/J DEFGRID3
* xyz 1 2
Ir -0.11596 0.55998 -0.89333
C 2.12867 -1.65941 3.74808
Se 2.19252 -0.76564 2.02695
C 3.88452 -1.52430 1.39439
C 3.66024 -3.00571 1.15270
Se 1.88790 -3.08594 0.34984
C 1.30146 -4.80039 1.03116
H 3.12610 -1.65525 4.18150
H 1.76060 -2.67771 3.64488
H 1.44954 -1.08346 4.37136
H 4.65952 -1.33317 2.13585
H 4.13130 -0.98433 0.48352
H 3.62795 -3.56076 2.08945
H 4.40217 -3.46114 0.49887
H 1.95335 -5.57054 0.62420
H 0.28350 -4.94894 0.67896
H 1.33097 -4.80738 2.11812
Cl -5.16756 -4.05493 -2.73310
C -4.26104 -2.66464 -2.30384
C -3.17364 -2.78276 -1.45074
Cl -2.71929 -4.30887 -0.80175
C -2.44019 -1.65163 -1.12896
Cl -1.07358 -1.76389 -0.06139
C -2.73230 -0.39757 -1.65394
O -2.00606 0.67865 -1.38027
C -3.84650 -0.28461 -2.49487
Cl -4.24084 1.25833 -3.11620
C -4.60078 -1.40724 -2.81500
Cl -5.94738 -1.25421 -3.85899
C 2.22895 1.41521 -10.25241
C 1.37292 1.39377 -9.01715
C 0.11091 1.97573 -9.00960
C -0.69647 1.92352 -7.88038
C -0.22769 1.28170 -6.74863
C 1.03277 0.69650 -6.72658
C 1.82397 0.75845 -7.85643
S -1.23381 1.18867 -5.30681
O -2.48225 1.82554 -5.60999
O -1.20068 -0.16425 -4.81345
N -0.39573 2.06165 -4.19044
C -0.73314 3.47202 -3.95648
C -1.33818 3.69093 -2.56582
C -0.28965 3.65715 -1.46959
O 0.34533 4.63043 -1.15196
O -0.15639 2.51851 -0.77491
H 1.91352 2.19763 -10.94148
H 2.15956 0.46086 -10.77939
H 3.27862 1.57696 -10.00458
H -0.24863 2.48146 -9.89791
H -1.68184 2.37052 -7.87504
H 1.39068 0.21288 -5.82505
H 2.81351 0.31402 -7.84275
H -0.27603 1.49324 -3.35990
H -1.45338 3.77850 -4.71168
H 0.15647 4.09373 -4.07676
H -2.12875 2.96434 -2.38443
H -1.75092 4.70044 -2.53482
C 2.20164 -3.66956 -3.59033
C 1.46942 -2.33824 -3.82724
C 0.12533 -2.39144 -3.12761
C 2.41436 -1.16751 -3.55885
C 3.45941 -1.11742 -4.47898
C 4.49086 -0.20470 -4.38239
C 4.46083 0.72426 -3.36081
C 3.41904 0.78530 -2.43745
C 3.49036 2.04065 -1.56632
C 3.04251 2.02156 -0.11127
C 2.83212 3.16632 -2.36908
C 2.39683 -0.19257 -2.53445
O 1.44722 -0.29429 -1.51813
H 1.54348 -4.50744 -3.82855
H 2.49341 -3.75675 -2.54003
H 3.10297 -3.76316 -4.19550
H 1.27254 -2.27250 -4.90121
H 0.24519 -2.82221 -2.13517
H -0.54743 -3.03779 -3.69469
H -0.35538 -1.41894 -3.05866
H 3.46278 -1.84476 -5.28249
H 5.30721 -0.21529 -5.09287
H 5.24692 1.46670 -3.29025
H 4.55616 2.27724 -1.52337
H 1.97947 1.84968 0.03955
H 3.24557 2.99801 0.33102
H 3.60521 1.28308 0.45822
H 1.81602 2.89089 -2.63503
H 3.37510 3.32989 -3.30108
H 2.79603 4.09743 -1.80466
C -2.62624 2.43450 1.57725
C -1.87175 1.29023 2.18318
O -0.91388 0.79403 1.60569
C -2.29120 0.75419 3.51158
C -1.73792 -0.44594 3.95578
C -2.09726 -0.97274 5.18273
C -3.01239 -0.29861 5.98406
C -3.57407 0.89126 5.54729
C -3.22018 1.41339 4.31111
H -2.25290 2.63900 0.57932
H -2.49321 3.32294 2.20005
H -3.69469 2.21449 1.54319
H -1.04954 -0.96829 3.30279
H -1.67774 -1.91304 5.51912
H -3.29367 -0.70823 6.94591
H -4.29174 1.41232 6.16714
H -3.66705 2.34162 3.97968
*
```

## Properties
- ⟨S²⟩ = 0.757
- ΔE to the lowest compared entry with this formula, charge and spin (kcal per mole) = 7.1
- HOMO energy (alpha / beta) (Eh) = -0.391 / -0.391
- LUMO (alpha / beta) (hartree) = -0.1417 / -0.2123

2.
Here is a structure of composition C40H47CrN7O4P2S2 from OMol25. Energies are from wB97M-V/def2-TZVPD.

ORCA input file:
```
! RIJCOSX wB97M-V def2-TZVPD def2/J DEFGRID3
* xyz 3 4
Cr 0.28178 -0.13944 -0.07092
N -2.01434 2.34825 -1.02473
N -3.10200 1.61001 -0.56659
C -3.04940 0.26627 -0.51774
N -4.22381 -0.33788 -0.32886
N -1.87456 -0.36885 -0.69691
N -2.08642 -1.77879 -0.97202
O -1.58803 -2.16714 -1.99120
O -2.77094 -2.44590 -0.21942
H -1.99397 3.23393 -0.53631
H -2.10876 2.52094 -2.02113
H -4.01432 2.04045 -0.56022
H -5.08676 0.17484 -0.40654
H -4.26892 -1.33251 -0.18267
S 2.59035 -0.17196 0.42278
C 3.25684 1.37249 0.37238
N 4.52201 1.57954 0.55929
C 5.01856 2.95070 0.80590
C 4.30769 3.90851 -0.09036
N 2.84348 3.73770 0.04340
C 2.05549 5.00577 0.00744
C 2.35227 5.82198 1.23863
C 2.96571 7.06214 1.12318
C 3.23435 7.81378 2.26277
C 2.90212 7.31810 3.51418
C 2.28892 6.07364 3.63262
C 2.01535 5.32725 2.49745
C 2.32393 2.55774 0.16096
S 0.65265 2.27342 0.02500
C 5.52953 0.49000 0.73269
C 6.01673 0.42410 2.15705
C 7.33996 0.72879 2.45094
C 7.80340 0.64053 3.75961
C 6.94028 0.25802 4.77502
C 5.61235 -0.04410 4.48503
C 5.15127 0.03625 3.18040
H 6.08849 2.97151 0.61804
H 4.85721 3.19623 1.85654
H 4.57204 3.75558 -1.13822
H 4.55703 4.92932 0.18647
H 1.00603 4.75334 -0.06710
H 2.35022 5.54756 -0.89138
H 3.21998 7.45730 0.14335
H 3.70145 8.78621 2.16890
H 3.11708 7.90179 4.40100
H 2.02092 5.69440 4.61116
H 1.52762 4.35820 2.58893
H 6.35371 0.72641 0.06206
H 5.08414 -0.44728 0.41330
H 8.02168 1.02265 1.65716
H 8.83926 0.86688 3.98135
H 7.29964 0.19462 5.79477
H 4.94261 -0.35156 5.27982
H 4.11742 -0.21388 2.95448
C -2.05709 -1.68572 3.17970
P -1.08281 -0.21562 3.03665
C -0.00975 -0.11776 4.44275
C -2.16259 1.19444 3.08010
O -0.24367 -0.22716 1.76029
H -2.53384 -1.71787 4.16358
H -1.40453 -2.55387 3.07050
H -2.81992 -1.71330 2.40235
H -0.59380 -0.11115 5.36664
H 0.57890 0.79878 4.38207
H 0.65696 -0.98090 4.44691
H -2.71711 1.22284 4.02214
H -2.86996 1.13936 2.25160
H -1.56293 2.10252 2.99055
O 0.61488 -2.07790 -0.07722
P 1.43348 -2.88954 -1.14286
C 2.89254 -3.52683 -0.33118
C 3.82020 -4.29950 -1.03705
C 4.94920 -4.78377 -0.39589
C 5.14562 -4.52610 0.95626
C 4.20203 -3.80411 1.67545
C 3.07608 -3.30242 1.03579
C 0.63110 -4.29629 -1.83934
C 0.45294 -5.40768 -1.00434
C -0.17943 -6.53602 -1.49509
C -0.62317 -6.56211 -2.81302
C -0.43150 -5.46816 -3.64855
C 0.19271 -4.32990 -3.16586
C 1.84505 -1.72619 -2.46971
C 1.22939 -0.47316 -2.53401
C 1.52314 0.45549 -3.51216
C 2.47510 0.13394 -4.47269
C 3.10070 -1.10443 -4.44112
C 2.78446 -2.03025 -3.45091
H 3.65478 -4.55784 -2.07722
H 5.66747 -5.37783 -0.94703
H 6.02807 -4.90973 1.45395
H 4.33875 -3.64206 2.73760
H 2.33230 -2.75235 1.59745
H 0.81322 -5.39098 0.01840
H -0.31747 -7.40078 -0.85683
H -1.12047 -7.44711 -3.19353
H -0.77368 -5.50264 -4.67562
H 0.32852 -3.47347 -3.81468
H 0.38044 -0.21446 -1.90345
H 1.00256 1.40455 -3.54340
H 2.71396 0.84466 -5.25415
H 3.83391 -1.35998 -5.19681
H 3.27138 -2.99657 -3.46010
*
```

## Properties
- ⟨S²⟩ = 3.804
- ΔE to the lowest compared entry with this formula, charge and spin (kcal per mole) = 53.0
- HOMO energy (alpha / beta) (Eh) = -0.573 / -0.573
- LUMO (alpha / beta) (hartree) = -0.3192 / -0.3204

3.
Here is a structure of composition C40H47IrN5OP2S3 from OMol25. Energies are from wB97M-V/def2-TZVPD.

ORCA input file:
```
! RIJCOSX wB97M-V def2-TZVPD def2/J DEFGRID3
* xyz 3 1
Ir -0.04814 0.16000 0.51037
C -1.76983 -4.00401 -0.00380
C -1.24189 -2.68519 0.45111
N -0.91978 -1.70906 -0.31416
N -1.23577 -1.68171 -1.65237
C -1.77338 -0.49880 -2.05257
N -2.31642 -0.42607 -3.25754
S -1.77932 0.85097 -1.01845
C -1.18459 -2.34459 1.89509
C -1.56130 -3.24136 2.87960
C -1.57977 -2.82168 4.20495
C -1.19591 -1.52677 4.49964
C -0.82465 -0.68516 3.45984
N -0.84135 -1.07202 2.18667
H -1.53178 -4.22584 -1.04144
H -2.85486 -4.04409 0.12157
H -1.33873 -4.80465 0.59540
H -1.44119 -2.54084 -2.14585
H -2.43279 -1.22886 -3.85746
H -2.71435 0.44723 -3.56915
H -1.85385 -4.25000 2.62640
H -1.89014 -3.50054 4.98789
H -1.18930 -1.15591 5.51508
H -0.50948 0.33002 3.66203
C 4.78822 6.34090 -1.44210
S 5.36936 4.81472 -0.67507
C 4.63004 4.98705 0.97113
C 3.17822 4.51180 1.02727
C 3.12238 3.01462 0.77464
N 1.78060 2.47536 0.46257
P 1.36876 1.42897 -0.83144
C 1.14293 2.48764 -2.26684
C 0.91267 1.86871 -3.50070
C 0.82071 2.62781 -4.65207
C 0.98022 4.00858 -4.58781
C 1.23605 4.62343 -3.37226
C 1.31085 3.86646 -2.21109
C 2.69350 0.34420 -1.42049
C 2.48446 -1.03127 -1.51425
C 3.45185 -1.85224 -2.07814
C 4.64208 -1.30410 -2.53656
C 4.85328 0.06774 -2.45790
C 3.87616 0.89380 -1.92637
P 0.53135 2.11029 1.52915
C 0.97346 2.63683 3.18494
C 0.49385 3.84586 3.69305
C 0.94340 4.28609 4.92854
C 1.85020 3.53198 5.66085
C 2.32919 2.32683 5.15915
C 1.89516 1.88192 3.92303
C -1.00254 3.04791 1.22070
C -1.16488 4.04747 0.27333
C -2.41673 4.62210 0.07015
C -3.50732 4.19924 0.80995
C -3.34855 3.20464 1.77059
C -2.10567 2.63411 1.97648
H 5.22639 6.38005 -2.43723
H 5.13649 7.20213 -0.87563
H 3.70300 6.36564 -1.53434
H 4.70602 6.02921 1.27887
H 5.25479 4.41000 1.65620
H 2.60609 5.03869 0.26064
H 2.73227 4.75853 1.99473
H 3.53060 2.47020 1.63037
H 3.75348 2.78868 -0.08368
H 0.82559 0.78923 -3.56439
H 0.64547 2.14683 -5.60495
H 0.92267 4.60093 -5.49108
H 1.38567 5.69380 -3.32569
H 1.54730 4.34957 -1.27534
H 1.55279 -1.46250 -1.17110
H 3.27633 -2.91684 -2.16626
H 5.39831 -1.94190 -2.97477
H 5.77117 0.49848 -2.83485
H 4.03747 1.96624 -1.92493
H -0.21110 4.44597 3.13678
H 0.57831 5.22551 5.32094
H 2.18670 3.88640 6.62605
H 3.04142 1.74613 5.72970
H 2.27563 0.95265 3.51425
H -0.32669 4.40470 -0.29871
H -2.52840 5.41109 -0.66171
H -4.47805 4.64970 0.65337
H -4.19343 2.88499 2.36597
H -1.99739 1.87541 2.74462
O 1.73654 -0.39268 1.59083
S 2.36480 -1.81031 1.56235
C 4.14066 -1.55453 1.40341
C 4.71688 -2.71063 2.20783
C 3.98084 -2.71179 3.55433
C 2.50930 -2.32914 3.30276
H 4.34552 -0.58245 1.85888
H 4.40518 -1.53920 0.34806
H 5.79138 -2.58906 2.33183
H 4.56191 -3.65291 1.67723
H 4.43214 -1.98088 4.22406
H 4.04905 -3.68176 4.04087
H 2.17866 -1.46993 3.88727
H 1.81097 -3.14989 3.45882
*
```

## Properties
- ΔE to the lowest compared entry with this formula, charge and spin (kcal per mole) = 32.1
- HOMO energy (Eh) = -0.530
- LUMO (hartree) = -0.3137